(1)
This record from the OMol25 dataset describes a molecular structure, C27H41IrO3Se2 at a distorted geometry. The level of theory is ωB97M-V/def2-TZVPD.

Calculated values
Energy above the lowest of the compared OMol25 structures with the same formula, charge and spin: 309.56 kJ/mol
Molecular weight: 763.76 g mol⁻¹
Charge: +3
2S+1: 2
Gap between HOMO and LUMO (alpha / beta): 2.932 / 2.950 eV
Total energy: -168308.95907 eV

Atoms and positions in Å:
Ir1 0.05088 -0.71296 1.17461
C1 3.51113 -0.62412 2.83281
C2 2.61243 -1.48683 2.01120
C3 2.93743 -1.84243 0.71322
C4 2.13789 -2.73151 -0.02525
C5 2.53427 -3.11167 -1.41617
C6 1.01770 -3.30320 0.58398
C7 0.64986 -2.99575 1.90764
C8 -0.35801 -3.84754 2.61428
C9 1.38778 -1.98300 2.57232
H1 2.95849 0.02088 3.51667
H2 4.16939 -0.02268 2.20917
H3 4.13763 -1.26454 3.46050
H4 3.83862 -1.45025 0.25832
H5 2.55118 -2.23422 -2.06611
H6 1.86252 -3.85150 -1.84559
H7 3.54478 -3.52364 -1.41760
H8 0.46426 -4.07210 0.06000
H9 -0.70452 -3.40823 3.54568
H10 0.14027 -4.78007 2.89342
H11 -1.19844 -4.10454 1.97057
H12 1.20329 -1.79890 3.62540
C10 1.19908 2.75895 1.96308
Se1 0.46998 1.12350 2.71691
C11 -1.35891 1.79784 2.91291
C12 -2.18763 0.89203 3.81046
Se2 -1.61609 -0.96536 3.58545
C13 -3.32453 -1.87903 3.83349
H13 0.62058 3.08659 1.10639
H14 2.23206 2.56869 1.69772
H15 1.13265 3.48463 2.77284
H16 -1.77714 1.87784 1.91149
H17 -1.25138 2.79395 3.34346
H18 -3.24319 0.96558 3.55762
H19 -2.05195 1.13298 4.86226
H20 -3.53802 -1.83966 4.89908
H21 -3.19558 -2.91089 3.51848
H22 -4.10930 -1.39029 3.26345
C14 0.58963 4.73518 -5.40908
C15 0.69013 3.80754 -4.24725
C16 1.72707 2.93357 -4.05303
C17 1.77749 2.05741 -2.93772
C18 2.94402 1.15438 -2.83271
C19 0.71531 2.05602 -1.96372
C20 -0.34170 2.91969 -2.12567
C21 -1.51906 3.05591 -1.21380
C22 -0.33327 3.79017 -3.26956
C23 0.82693 1.13180 -0.78243
O1 -0.30601 0.57149 -0.40002
O2 1.88472 0.91358 -0.21262
H23 1.52468 4.78415 -5.96175
H24 0.32472 5.73935 -5.07578
H25 -0.19398 4.39068 -6.08910
H26 2.54923 2.89284 -4.75596
H27 3.56177 1.18762 -3.72496
H28 2.62485 0.12758 -2.63746
H29 3.54323 1.43334 -1.96055
H30 -1.30070 2.72098 -0.20499
H31 -2.34906 2.45100 -1.58917
H32 -1.85649 4.09141 -1.18686
H33 -1.16946 4.47159 -3.38577
C24 -3.63703 -1.93859 -0.94989
C25 -2.58001 -1.94143 -2.04849
C26 -1.29695 -2.22585 -1.29264
O3 -1.54387 -1.79277 0.11101
C27 -2.91482 -1.25431 0.18216
H34 -3.92387 -2.95149 -0.66682
H35 -4.53853 -1.39896 -1.23489
H36 -2.52904 -0.96985 -2.54046
H37 -2.76670 -2.69673 -2.80909
H38 -0.43876 -1.66165 -1.65357
H39 -1.06375 -3.28645 -1.23323
H40 -2.84933 -0.17223 0.04671
H41 -3.28081 -1.49554 1.17502

Atoms 1-6, force components in eV/Å:
Ir -0.7 -0.4 0.8
C 0.0 0.0 -0.1
C 0.0 0.3 0.2
C -0.1 0.1 0.0
C 0.2 -0.1 -0.4
C -0.2 0.0 0.1

Löwdin atomic charge list, values in e, 8 entries: 1.199, -0.001, -0.253, 0.049, -0.193, 0.019, 0.005, -0.329

(2)
This record from the OMol25 dataset describes 2 unconnected molecules or ions with the total composition C27H41N3O4 at a distorted geometry. The level of theory is ωB97M-V/def2-TZVPD.

Calculated values
Energy above the lowest of the compared OMol25 structures with the same formula, charge and spin: 57.94 kJ/mol
Molecular weight: 471.64 g mol⁻¹
Charge: 0
2S+1: 1
Gap between HOMO and LUMO: 6.275 eV
Total energy: -41322.02529 eV

Atoms and positions in Å:
C1 3.21355 0.19246 2.74755
C2 2.64894 0.33818 1.35098
C3 3.06750 1.61902 0.66644
N1 1.18824 0.39094 1.37098
N2 0.60964 1.55718 1.17518
N3 -0.72042 1.31989 1.30273
C4 -1.52329 2.56584 1.47808
C5 -1.21057 3.43366 0.28337
C6 -1.11334 3.25739 2.76179
C7 -0.97868 0.01268 1.56130
C8 -2.42550 -0.48750 1.54206
C9 -2.47438 -2.01204 1.45880
C10 -3.14758 0.05001 0.29761
C11 -3.13536 -0.02261 2.81748
C12 0.28085 -0.62647 1.66949
C13 0.71350 -1.91937 2.01444
H1 4.30933 0.20238 2.70182
H2 2.88208 1.03135 3.37341
H3 2.89573 -0.74366 3.21447
H4 2.90801 -0.54116 0.75473
H5 4.15570 1.68188 0.60526
H6 2.66258 1.66001 -0.34770
H7 2.68778 2.48636 1.21632
H8 -2.57583 2.28869 1.51212
H9 -1.69924 4.40721 0.39594
H10 -0.12706 3.57791 0.21532
H11 -1.56767 2.97773 -0.64514
H12 -1.63171 4.22065 2.83386
H13 -1.37357 2.65995 3.64206
H14 -0.03159 3.44019 2.75148
H15 -2.03546 -2.47560 2.34810
H16 -3.51876 -2.34774 1.38081
H17 -1.94022 -2.35598 0.56393
H18 -3.17774 1.14357 0.26105
H19 -2.64800 -0.31258 -0.60923
H20 -4.18463 -0.31127 0.29563
H21 -3.16556 1.07155 2.89288
H22 -4.16891 -0.39335 2.82035
H23 -2.61407 -0.41660 3.69911
H24 -0.06445 -2.67916 1.98916
H25 1.78137 -2.10619 1.88941
C14 0.04532 -5.78548 -0.68755
C15 0.36746 -6.64096 0.50843
O1 0.94246 -5.76869 1.50805
C16 1.17953 -6.40435 2.67008
C17 1.77957 -5.50227 3.69904
C18 1.73541 -4.14042 3.64291
C19 2.37955 -3.36252 4.69035
C20 3.60485 -3.79874 5.25934
C21 4.15822 -3.14010 6.35137
C22 3.53498 -2.00291 6.88148
C23 2.36133 -1.51927 6.29266
C24 1.80373 -2.17566 5.19415
C25 2.13232 -6.27915 4.94217
O2 1.67550 -6.04270 6.04761
O3 2.98461 -7.29332 4.70128
C26 3.23332 -8.11046 5.87104
C27 4.11175 -9.24626 5.43155
O4 0.88607 -7.57070 2.86784
H26 -0.39008 -6.40686 -1.47233
H27 -0.67936 -5.00435 -0.42976
H28 0.94939 -5.31169 -1.08497
H29 -0.53369 -7.11458 0.91789
H30 1.10167 -7.41783 0.25658
H31 1.16848 -3.71471 2.84606
H32 4.11317 -4.65764 4.81141
H33 5.07485 -3.53265 6.79519
H34 3.96512 -1.50113 7.74957
H35 1.86891 -0.62975 6.68866
H36 0.88549 -1.81924 4.72043
H37 3.72792 -7.50165 6.64134
H38 2.27378 -8.48079 6.25590
H39 4.36047 -9.85974 6.29938
H40 3.59668 -9.88083 4.70495
H41 5.04425 -8.88723 4.98783

Atoms 1-6, force components in eV/Å:
C 0.1 0.0 0.3
C -0.5 0.1 -0.3
C 0.8 0.3 -0.3
N -1.2 -0.6 0.4
N -2.7 0.6 0.4
N 2.8 0.1 0.3

Löwdin atomic charge list, values in e, 8 entries: -0.035, -0.369, -0.073, -0.045, 0.101, -0.008, -0.373, -0.055